{"formula": "C52H75NO3", "method": "wB97M-V/def2-TZVPD", "species": ["C", "N", "H", "C", "H", "C", "H", "O", "C", "C", "H", "C", "C", "C", "H", "C", "O", "H", "C", "H", "H", "C", "H", "C", "C", "H", "H", "C", "H", "H", "C", "H", "H", "H", "H", "H", "H", "H", "H", "H", "H", "H", "H", "H", "H", "H", "C", "C", "C", "H", "C", "H", "H", "H", "H", "H", "H", "H", "C", "C", "C", "O", "C", "C", "H", "H", "C", "H", "H", "C", "H", "H", "C", "H", "C", "H", "C", "C", "C", "H", "H", "H", "H", "H", "C", "C", "C", "H", "C", "H", "C", "C", "C", "H", "H", "H", "C", "H", "C", "C", "C", "H", "H", "H", "C", "H", "H", "C", "H", "H", "C", "C", "H", "H", "H", "H", "C", "C", "C", "H", "H", "H", "H", "C", "C", "H", "H", "C", "H", "H", "H"], "coordinates": [[-0.36794, -3.69218, -2.09450], [-1.10134, -3.17954, -3.26204], [-0.83345, -0.74889, 13.60975], [7.09167, -0.74696, -2.81209], [-6.61417, -1.24524, 9.26204], [-2.25409, 0.15733, 3.99059], [-2.63846, -3.80733, 11.84490], [2.78512, -2.43322, -3.95997], [3.32949, -3.73617, -3.98219], [-4.32721, -0.67204, 6.93172], [-6.84283, -2.23163, 1.69450], [-3.95771, -2.25252, -0.86787], [0.91401, 6.94671, -2.52485], [0.29533, 2.53771, -10.50486], [-0.24041, -0.54849, 3.70598], [5.95647, -0.01581, -6.92618], [0.52501, 1.56063, -0.95524], [4.21621, -3.79189, -3.33655], [0.63382, 0.70018, -0.08172], [-1.53735, 1.28174, 1.64788], [-5.82935, 0.45830, 7.96180], [-0.81185, 0.50827, 1.92194], [-3.75431, -2.64581, 12.54898], [-5.01828, -0.22865, 8.21897], [-3.83966, -2.96417, 0.31834], [-4.44818, -0.61977, 10.76971], [-5.05479, -1.23477, 6.33397], [0.52075, 4.79393, -1.51492], [-1.11414, -0.42818, 1.43763], [-3.71832, 1.36713, 6.70971], [6.11259, 1.83467, -2.51581], [-3.15022, -2.25904, -1.59154], [1.24575, 7.53802, -3.36914], [0.77170, 1.97390, 1.59404], [-2.43822, -1.34501, 14.02238], [-0.30351, 7.30044, 0.61226], [4.22449, -0.55629, -5.77910], [1.30977, 5.07268, -3.48311], [4.25201, 1.04870, -3.23475], [-1.00932, 3.83230, -11.60899], [-1.07675, -2.47182, 13.92802], [2.59713, -4.44687, -3.57219], [-0.98948, -4.45762, -1.62187], [-4.08621, -3.54216, 10.02076], [-2.93715, -3.52588, 0.52659], [1.46903, 1.35297, -9.15971], [0.68199, 2.09056, -9.24862], [-6.15109, -1.52313, -0.20802], [0.05288, 2.58650, -8.11428], [7.47343, -1.75305, -2.92942], [0.07515, 5.42619, -0.36259], [2.77718, 1.14396, -6.82892], [1.47404, -0.04434, -2.78412], [-0.25514, 4.83285, 0.48117], [-1.94980, -0.72925, 5.91732], [5.11823, -1.24529, -3.49898], [-2.13152, 4.71002, -9.59213], [-5.43498, -2.30865, 8.50690], [1.18837, -1.09982, -2.73254], [-5.11413, -1.53112, -1.13038], [-5.54434, -1.38335, 9.08263], [0.83856, -0.61120, -0.35042], [-3.74007, 0.46649, 6.08549], [-1.84731, -1.81576, 11.99767], [-1.46463, 3.90427, -7.36072], [2.77966, -4.23797, -6.00746], [0.04504, 6.81240, -0.28884], [-1.65386, 0.99954, 5.86423], [-2.08607, -0.85731, 11.52503], [2.45911, -1.93244, -2.66558], [-2.63311, -0.81697, 3.66436], [2.40851, -2.75476, -1.94611], [-0.71161, 3.48365, -10.62879], [4.23269, -3.26497, -5.87194], [3.68322, -4.08664, -5.40965], [0.34686, 2.23620, -7.13222], [-3.01017, -2.78140, 11.75506], [7.43429, 1.55177, -2.19872], [4.33018, 1.90433, -8.10328], [3.69544, 2.64470, -8.57314], [3.26333, -1.27313, -2.37435], [6.58958, -0.76445, -6.46761], [0.44003, 8.65454, -1.31543], [-4.29314, 0.35336, 8.80375], [4.63043, 0.10239, -6.53679], [7.92440, 0.26213, -2.34746], [5.66371, 1.79913, -8.47420], [-5.20450, -0.97372, -2.05323], [0.94334, 5.56104, -2.59125], [0.61471, -2.92259, -0.31554], [-1.52395, -1.58435, 13.46922], [-0.13354, -2.60088, -1.04799], [0.24661, -1.21069, -1.55084], [-3.52901, -1.36911, 7.20639], [-0.66043, -0.64476, -1.77956], [-0.95494, -2.21246, 11.50308], [-0.96343, 3.52568, -8.23983], [-7.05166, -0.95908, -0.41176], [-4.87688, -2.95737, 1.24085], [0.57018, 0.91652, 1.39652], [-6.03305, -2.23678, 0.97679], [-0.37337, 1.19548, 3.91087], [-0.46866, -2.96232, -4.02030], [-2.90412, 0.93086, 3.56862], [-2.33154, 0.21374, 5.51773], [0.64960, -1.30603, -3.65669], [0.56672, -4.19533, -2.36266], [5.28124, 0.82655, -2.98091], [5.73174, 2.84128, -2.40538], [-4.41828, 0.68125, 5.25578], [-0.84422, 0.32467, 3.43651], [-1.34196, 3.97634, -9.49638], [-1.06845, -2.48617, -0.49000], [-5.57118, -1.90803, 11.18402], [4.28924, -4.99293, -5.44888], [7.51158, 0.75085, -8.18652], [5.77051, -0.46402, -3.12744], [0.46264, 7.57402, -1.37160], [3.81542, 1.06149, -7.12570], [-4.78446, -3.51322, 2.16477], [-1.69792, -3.90842, -3.62956], [8.08308, 2.33816, -1.83609], [0.54338, 3.71486, -1.56352], [6.47511, 0.83847, -7.88786], [-4.84814, -1.58133, 10.43022], [1.33606, 0.31186, 1.88903], [8.95516, 0.04318, -2.10140], [-3.70322, -2.59047, 10.40583], [-2.94764, -2.23743, 9.69143], [6.06723, 2.45809, -9.23172], [0.78000, 2.14545, -11.38926]], "mulliken_charge": [-0.71, -0.52, 0.36, -0.61, 0.41, -0.71, 0.36, -0.37, -0.05, -0.62, 0.38, 0.11, -0.40, -0.53, 0.31, -0.53, -0.64, 0.30, 0.43, 0.30, 0.33, -0.04, 0.37, -0.74, -0.23, 0.24, 0.27, -0.11, -0.07, 0.40, -0.71, 0.28, 0.37, 0.39, 0.34, 0.36, 0.58, 0.44, 0.49, 0.36, 0.31, 0.26, 0.60, 0.41, 0.39, 0.44, -0.15, -0.32, -0.40, 0.38, -0.43, 0.37, 0.61, 0.37, 0.34, 0.23, 0.36, 0.44, -1.65, -0.72, -0.87, -0.31, -0.69, -0.27, 0.38, 0.31, -0.43, 0.39, 0.29, -0.35, 0.15, 0.62, -0.35, 0.16, -1.19, 0.39, -0.83, -0.38, -0.33, 0.46, 0.09, 0.37, 0.35, 0.45, -0.09, -0.42, -0.45, 0.39, -0.63, 0.43, -1.32, -0.26, 0.49, 0.21, 0.34, 0.30, -0.48, 0.38, -0.54, -0.83, -0.49, 0.36, 0.18, 0.45, -0.57, 0.48, 0.13, -0.32, 0.41, 0.40, -0.71, -0.37, -0.28, 0.39, 0.39, 0.36, 0.23, -0.40, -0.67, 0.41, 0.26, 0.37, 0.57, -0.45, -0.61, 0.36, 0.38, -0.46, 0.11, 0.38, 0.36], "gap_ev": 9.648, "energy_ha": -2306.87212, "lumo_energy_ev": 0.63}